1.
# C2H12O5

5 unconnected molecules or ions with the total composition C2H12O5 (ωB97M-V/def2-TZVPD, the OMol25 dataset).

Values from the calculation:
Multiplicity: 2
Orbital gap (alpha / beta) in eV: 8.75 / 4.85
Total charge: +1
⟨S²⟩: 0.76
HOMO energy (alpha / beta) in eV: -14.56 / -14.56
DFT total energy in eV: -12495.990

```
19
C2H12O5 | the OMol25 dataset | ωB97M-V/def2-TZVPD
H -0.8695 1.6585 0.8316
H 1.8820 3.7751 0.9549
H 1.2560 0.5918 -1.3150
H 0.6872 2.8744 1.4545
C 0.3240 -1.9039 0.8847
O 0.4417 1.1015 -1.4411
O -0.9505 1.6715 1.7980
H -1.1517 -3.3754 0.7633
H 0.6845 -2.5026 1.7485
H 0.1870 -0.7320 -2.0111
O 1.1633 3.1922 0.6782
H -1.6824 -1.6793 0.7420
O 0.8934 -0.9208 0.5378
O -0.2048 -1.4515 -2.5213
H -1.0683 -2.3059 -0.7964
C -0.9931 -2.4153 0.2855
H 0.8639 1.9445 -1.2142
H 0.3774 -1.5551 -3.2819
H -1.8399 2.0322 1.9021
```


2.
# C2H13F3HfO5

A molecular structure, C2H13F3HfO5 (ωB97M-V/def2-TZVPD, the OMol25 dataset).

Values from the calculation:
Orbital gap in eV: 8.50
Total charge: 0
HOMO energy in eV: -8.55
DFT total energy in eV: -21985.096

```
24
C2H13F3HfO5 | the OMol25 dataset | ωB97M-V/def2-TZVPD
C 2.3707 -0.9368 1.3306
H 1.1834 -2.8381 1.3414
F -2.9033 -0.4432 -1.3686
H 2.3514 0.1300 1.5536
H -1.7891 1.7589 -3.4922
O -1.1098 1.3172 -2.9827
H 0.1702 1.5434 2.2297
O 0.1108 -1.3294 0.5204
O -0.1584 -1.1257 -2.3161
H 3.1616 -1.3665 1.9453
H -0.2919 1.5454 -3.4244
H -1.7788 -0.3864 2.2190
C 1.0623 -1.7580 1.4229
H 0.6770 -1.5958 2.4296
H 0.8783 2.4048 1.2057
F -2.0753 2.6214 -0.4286
Hf -0.9424 0.5687 -0.6299
H 0.7354 -1.1420 -2.6584
H 2.7779 -0.8782 0.3212
H -2.9805 0.4802 1.9079
H -0.6082 -1.8278 -2.7862
F 1.2176 1.4365 -1.1370
O -2.2285 0.0533 1.4974
O 0.1696 1.7682 1.2993
```


3.
# C2H13N2O2

4 unconnected molecules or ions with the total composition C2H13N2O2 (ωB97M-V/def2-TZVPD, the OMol25 dataset).

Values from the calculation:
Multiplicity: 2
Orbital gap (alpha / beta) in eV: 10.20 / 8.09
Total charge: 0
⟨S²⟩: 0.75
HOMO energy (alpha / beta) in eV: -9.15 / -9.03
DFT total energy in eV: -9356.157

```
19
C2H13N2O2 | the OMol25 dataset | ωB97M-V/def2-TZVPD
H 0.8952 -1.2980 1.3595
O 0.1584 2.8459 -0.8819
O 0.1803 -2.9502 -1.5980
H 1.3441 -0.9557 -1.0406
H 2.0251 0.0115 0.9341
H 0.5697 0.5190 -0.8855
H 0.5129 1.7750 1.4774
N -1.1655 1.0037 0.6664
H -1.9789 0.9531 1.2703
H -0.6565 2.3892 -0.5655
H -1.0180 0.0450 -0.0549
C 0.9658 -0.2992 0.8896
H -0.2511 0.4481 2.5088
H -0.6864 -2.5609 -1.4330
H -1.4226 -1.5219 0.1822
H -0.1091 3.0599 -1.7844
N 0.6237 -0.4432 -0.5484
C 0.0524 0.7733 1.5119
H -0.0396 -3.7947 -2.0079
```


4.
# C2H13NO2Si4

C2H13NO2Si4 in the gas phase (ωB97M-V/def2-TZVPD, the OMol25 dataset).

Values from the calculation:
SMILES string: [SiH2]=NCCO[SiH2][SiH2]O[SiH3]
Orbital gap in eV: 8.89
Total charge: 0
HOMO energy in eV: -9.20
DFT total energy in eV: -39378.563

```
22
C2H13NO2Si4 | the OMol25 dataset | ωB97M-V/def2-TZVPD
Si 4.2845 0.1911 0.1002
Si 0.1071 1.1612 -0.9453
O -1.3854 1.7307 -0.6485
H 4.4751 -0.1672 -1.3558
N -2.1816 -0.9143 1.0260
Si -2.2473 -2.0776 -0.0778
H 0.8551 2.2896 -1.4987
H -2.9412 -1.9521 -1.4211
H 0.8383 -1.5555 0.1154
H -3.2255 2.2852 0.0560
C -2.6086 1.3621 -0.1562
H -3.5831 0.4409 1.5078
O 2.7326 0.0722 0.0434
H 5.1995 -0.7343 0.7827
C -2.5657 0.4634 1.0891
H -1.7948 0.9820 1.8478
H -3.2648 0.7056 -0.9038
Si 1.2253 -0.1181 0.6295
H -1.5258 -3.2991 0.0385
H 1.6647 -0.2772 2.0736
H 4.6473 1.5838 0.7565
H -0.0354 0.3782 -2.3937
```


5.
# C2H13NO3S

4 unconnected molecules or ions with the total composition C2H13NO3S (ωB97M-V/def2-TZVPD, the OMol25 dataset).

Values from the calculation:
SMILES string: NCCS.O.O.O
Orbital gap in eV: 9.75
Total charge: 0
HOMO energy in eV: -9.09
DFT total energy in eV: -20751.710

```
20
C2H13NO3S | the OMol25 dataset | ωB97M-V/def2-TZVPD
H 0.0760 -2.9751 1.7390
O -2.1995 -0.8999 -2.3975
H 1.1506 3.2658 1.2520
H 2.4713 3.1385 0.0420
C 1.5218 2.6814 0.3615
N 0.8378 0.6002 1.8903
O -2.2062 -3.2744 -1.6275
O -0.4962 -2.6306 1.0410
C 1.8461 1.3656 1.1097
H 2.5476 0.7754 0.5583
H -1.7610 -1.6181 -2.8626
H -2.9210 -0.4879 -2.8796
H 0.5166 1.1732 2.6595
H -2.9116 -2.6457 -1.7815
H 2.4266 1.8636 1.8704
H 0.1749 0.1760 1.2715
H -0.6260 -1.6784 1.3009
S 0.2994 2.5424 -0.9837
H 0.9904 1.5679 -1.7107
H -1.7375 -2.9398 -0.8529
```


6.
# C2H13NO4

5 unconnected molecules or ions with the total composition C2H13NO4 (ωB97M-V/def2-TZVPD, the OMol25 dataset).

Values from the calculation:
SMILES string: C=NC.O.O.O.O
Orbital gap in eV: 10.60
Total charge: 0
HOMO energy in eV: -10.19
DFT total energy in eV: -11963.143

```
20
C2H13NO4 | the OMol25 dataset | ωB97M-V/def2-TZVPD
C -2.1272 -2.1265 -0.8613
H -2.0008 -2.2332 -3.2854
H -0.6869 -1.1992 -2.8501
H -1.4422 0.2197 0.0995
O 1.1465 -1.1394 3.0884
N -2.4571 -1.1597 -1.6166
O 3.5608 0.8428 0.5819
H 1.1423 -1.0550 2.1307
O -1.1733 1.0943 0.4451
H -1.4848 0.8829 1.3370
H -2.7709 -2.4392 -0.0228
H 1.6847 4.8664 1.3112
O 1.6130 3.9221 1.4500
H 2.6781 1.0960 0.8589
H -2.2455 -0.7287 -3.7845
H -1.3216 -2.7582 -1.1859
C -1.7935 -1.2090 -2.9250
H 2.0936 -1.2683 3.2480
H 4.0839 0.8854 1.3883
H 1.5010 3.5069 0.5923
```


7.
# C2H13NO4

4 unconnected molecules or ions with the total composition C2H13NO4 (ωB97M-V/def2-TZVPD, the OMol25 dataset).

Values from the calculation:
SMILES string: NCCO.O.O.O
Orbital gap in eV: 9.41
Total charge: 0
HOMO energy in eV: -8.81
DFT total energy in eV: -11963.203

```
20
C2H13NO4 | the OMol25 dataset | ωB97M-V/def2-TZVPD
H 0.6923 -1.1808 -0.7935
H 3.5072 -3.7261 -1.4170
H -0.3386 -2.4898 -0.4358
O 0.1470 -0.4983 -1.1426
H -2.7977 2.3702 0.1182
H -0.2896 0.3370 -1.1953
C -0.9702 1.6961 1.2495
O 3.0202 -3.2174 -0.7591
H 3.7215 -2.7163 -0.3299
H -1.8509 0.8581 -1.3309
H -1.3558 3.3794 0.0004
C -1.7088 2.3603 0.1141
H -1.3703 0.7231 1.5528
O -1.4154 1.6961 -1.1489
N 0.4440 1.7967 1.0408
H -1.1757 2.3531 2.1103
O -0.2918 -2.9930 0.3851
H 0.1007 -3.8267 0.1229
H 1.0577 1.3808 1.7188
H 0.8743 1.6976 0.1403
```


8.
# C2H13NO5

5 unconnected molecules or ions with the total composition C2H13NO5 (ωB97M-V/def2-TZVPD, the OMol25 dataset).

Values from the calculation:
Multiplicity: 2
Orbital gap (alpha / beta) in eV: 4.02 / 7.44
Total charge: -1
⟨S²⟩: 0.75
HOMO energy (alpha / beta) in eV: -0.53 / -3.97
DFT total energy in eV: -14012.354

```
21
C2H13NO5 | the OMol25 dataset | ωB97M-V/def2-TZVPD
H 2.5397 1.8333 0.4624
C 0.8544 1.2580 1.8454
H -0.6018 -3.8046 -1.7921
H -0.6837 -2.2551 -2.1000
H -0.4007 -0.2845 1.4299
H -1.5667 2.5239 -0.6855
H 1.5378 0.5664 2.3991
H 0.8729 2.1835 2.4250
H -0.1184 -0.2092 -1.9673
O 0.5510 -1.7629 0.8647
H 1.0197 -1.0569 0.3672
H -1.1556 1.1572 -0.1822
O -0.3761 -2.9288 -1.4647
N -0.4517 0.6981 1.6743
C 1.5414 1.3792 0.4981
H 0.3303 -2.4874 0.2663
O 1.1517 0.5562 -0.4428
H -1.3095 0.4975 -2.4861
O -0.8133 -0.3192 -2.6439
H -1.1738 0.8679 2.3450
O -1.7478 1.5876 -0.8128
```


9.
# C2H14N2O3

4 unconnected molecules or ions with the total composition C2H14N2O3 (ωB97M-V/def2-TZVPD, the OMol25 dataset).

Values from the calculation:
Multiplicity: 2
Orbital gap (alpha / beta) in eV: 2.76 / 9.59
Total charge: -1
⟨S²⟩: 0.75
HOMO energy (alpha / beta) in eV: 0.87 / -6.03
DFT total energy in eV: -11422.257

```
21
C2H14N2O3 | the OMol25 dataset | ωB97M-V/def2-TZVPD
H 2.2374 2.1076 0.5303
H -0.5958 2.2303 3.2606
O -2.1581 0.3254 0.7259
O -0.5155 1.3409 2.8230
H 1.1705 1.8879 -0.7233
H 2.2818 -2.2294 -1.2585
O -3.6715 -1.4665 -0.4206
H 2.2897 -0.5116 0.4601
H -1.2017 0.3610 0.4915
H -3.1217 -0.9482 0.0955
C 2.2481 0.2086 -0.3028
H -3.3688 -1.2182 -1.3277
H 0.2500 1.4461 2.2580
H -2.2649 0.2429 1.6793
H 0.4023 -0.8311 -0.9233
N 1.8619 -1.7233 -1.9974
C 1.3447 -0.4434 -1.4140
H 2.5072 -1.6228 -2.8016
H 3.2527 0.4240 -0.6573
N 1.6088 1.4743 0.0678
H 1.0699 0.2144 -2.3019
```


10.
# C2H14N2O3

4 unconnected molecules or ions with the total composition C2H14N2O3 (ωB97M-V/def2-TZVPD, the OMol25 dataset).

Values from the calculation:
SMILES string: NCCN.O.O.O
Orbital gap in eV: 9.92
Total charge: 0
HOMO energy in eV: -9.19
DFT total energy in eV: -11423.755

```
21
C2H14N2O3 | the OMol25 dataset | ωB97M-V/def2-TZVPD
O -0.0820 -1.9661 1.2819
H -2.7548 0.2745 0.5802
H 2.1540 2.3685 1.7435
N -2.2141 1.1190 0.4451
H -0.9094 1.8105 -0.9752
H -0.3625 -1.5514 0.4625
C -1.3708 -0.1643 -1.4837
C -1.0589 0.8799 -0.4113
O 2.4867 -0.7318 0.4613
H 2.0803 -1.3754 1.0395
N -0.1461 -0.8299 -1.9017
H -1.9895 -0.9645 -1.0501
H -0.1060 0.6742 0.0705
H 0.5696 -0.1830 -2.2047
H -0.2737 -1.5351 -2.6103
H -1.9928 0.3077 -2.2516
O 1.6501 1.9004 1.0812
H 2.0608 1.0242 0.9838
H -0.0211 -1.3556 2.0187
H 2.0847 -0.8635 -0.4107
H -1.9639 1.4969 1.3468
```